Entry from the Open Molecules 2025 dataset: C58H73BCsN13S3 as an isolated structure (ωB97M-V with the def2-TZVPD basis set).

Properties
Net charge ... -2
Gap between HOMO and LUMO ... 0.143 hartree
Multiplicity ... 1
E_LUMO ... 3.01 eV
ΔE to the lowest compared entry with this formula, charge and spin ... 0.0 kcal per mole
Largest force on an atom ... 0.70 eV Å⁻¹

Geometry (Å):
Cs 0.0281 -0.7028 0.8986
C -4.4926 4.1810 -0.9134
C -3.3777 3.8630 0.0791
C -3.6827 2.5226 0.7391
C -3.2977 4.9947 1.1026
N -2.0904 3.7707 -0.6607
C -1.9568 3.9224 -2.0328
C -0.6638 3.7031 -2.3386
N 0.0151 3.4231 -1.1733
B 1.5067 2.9621 -1.0769
N 1.9934 2.7005 -2.5274
C 2.5569 3.6571 -3.3363
C 2.9760 3.0640 -4.4678
N 2.6677 1.7139 -4.3586
C 2.0581 1.5002 -3.1452
S 1.4552 0.0400 -2.5371
C 3.0223 0.6893 -5.3641
C 1.7534 0.0101 -5.8819
C 3.7173 1.3657 -6.5442
C 3.9916 -0.3184 -4.7449
N 2.3402 4.1294 -0.4847
C 1.8321 5.3280 -0.0524
C 2.8192 6.0128 0.5495
N 3.9577 5.2116 0.5199
C 3.6602 4.0590 -0.1677
S 4.6970 2.8296 -0.6820
C 5.2369 5.6480 1.1239
C 6.0041 6.4508 0.0730
C 6.0905 4.4808 1.6226
C 4.9288 6.5251 2.3422
C -0.8579 3.4656 -0.1304
S -0.4265 3.2383 1.4804
H -5.4222 4.2554 -0.3504
H -4.6159 3.3852 -1.6499
H -4.3316 5.1303 -1.4286
H -4.6420 2.5629 1.2590
H -2.9261 2.2375 1.4636
H -3.7409 1.7331 -0.0138
H -4.2401 5.0448 1.6508
H -3.1317 5.9516 0.6009
H -2.4899 4.8152 1.8073
H -2.7798 4.1716 -2.6741
H -0.1719 3.7082 -3.2937
H 1.5914 1.9784 -0.4117
H 2.6491 4.6798 -3.0181
H 3.4768 3.4828 -5.3180
H 1.0948 0.7487 -6.3444
H 1.2206 -0.4759 -5.0683
H 2.0233 -0.7343 -6.6341
H 3.0745 2.1058 -7.0234
H 3.9511 0.5965 -7.2802
H 4.6521 1.8411 -6.2454
H 3.5272 -0.8304 -3.9059
H 4.8851 0.1960 -4.3867
H 4.2846 -1.0514 -5.4994
H 0.7934 5.5774 -0.1678
H 2.7913 6.9703 1.0288
H 6.2330 5.8097 -0.7790
H 6.9392 6.8292 0.4906
H 5.4084 7.2971 -0.2751
H 6.4538 3.8647 0.8103
H 5.5201 3.8380 2.2941
H 6.9352 4.9031 2.1729
H 4.4767 7.4801 2.0760
H 5.8642 6.7411 2.8582
H 4.2653 6.0019 3.0304
C -3.0296 0.6289 -2.9519
C -2.0063 0.4130 -2.0373
N -1.6584 -0.8090 -1.6756
C -2.3281 -1.8266 -2.2011
C -3.3468 -1.5995 -3.1240
N -3.6998 -0.3767 -3.5043
C -1.9272 -3.1967 -1.7660
C -2.6966 -4.3076 -2.0947
C -2.2850 -5.5624 -1.6697
C -1.0934 -5.6651 -0.9662
C -0.3762 -4.5037 -0.6873
N -0.8088 -3.2971 -1.0490
C 0.9162 -4.5693 0.0517
C 1.7090 -5.7052 0.0412
N 2.8613 -5.7715 0.7100
C 3.2089 -4.6905 1.3918
C 2.4329 -3.5270 1.3901
N 1.2991 -3.4756 0.7125
C -3.1191 -6.7531 -1.9482
C -4.5064 -6.6916 -1.8526
C -5.2482 -7.8293 -2.1252
N -4.7146 -8.9972 -2.4806
C -3.3866 -9.0487 -2.5667
C -2.5541 -7.9710 -2.3133
H -3.2990 1.6348 -3.2503
H -1.4468 1.2355 -1.6076
H -3.8948 -2.4123 -3.5832
H -3.6120 -4.2113 -2.6590
H -0.7617 -6.6234 -0.5905
H 1.4324 -6.5821 -0.5322
H 4.1268 -4.7277 1.9635
H 2.7336 -2.6621 1.9760
H -4.9969 -5.7752 -1.5478
H -6.3300 -7.8014 -2.0490
H -2.9634 -10.0044 -2.8589
H -1.4813 -8.0709 -2.4161
C 3.4353 -0.9849 4.1698
C 2.0887 -0.7021 4.4931
C 1.4352 -1.9334 4.7015
C 2.3732 -2.9738 4.5234
C 3.6172 -2.3826 4.2107
C 4.9404 -3.0627 4.0153
C 2.0798 -4.4354 4.6982
C -0.0079 -2.1230 5.0735
C 1.4768 0.6645 4.6257
C 4.5207 0.0201 3.9191
H 5.3615 -2.9168 3.0088
H 4.8724 -4.1414 4.1833
H 5.7005 -2.6845 4.7111
H 1.2772 -4.7900 4.0372
H 1.7645 -4.6835 5.7201
H 2.9572 -5.0515 4.4816
H -0.6842 -2.2059 4.2150
H -0.3879 -1.2814 5.6593
H -0.1462 -3.0224 5.6819
H 1.2860 1.1604 3.6655
H 2.1172 1.3423 5.2009
H 0.5163 0.6151 5.1435
H 4.9549 -0.0576 2.9161
H 5.3537 -0.0799 4.6285
H 4.1381 1.0386 4.0116
C -6.4610 -0.8038 -0.5349
N -5.7558 -1.7947 0.2468
C -5.8110 -3.0945 -0.3706
C -4.3910 -1.3557 0.5658
C -4.2237 -0.6313 1.8891
C -5.3593 -0.2379 2.5925
C -5.2282 0.4660 3.7855
C -3.9546 0.7447 4.2566
C -2.8395 0.3217 3.5325
C -2.9009 -0.3668 2.3106
H -6.0361 -0.6815 -1.5487
H -6.4044 0.1601 -0.0294
H -7.5155 -1.0769 -0.6347
H -5.3505 -3.1194 -1.3779
H -6.8533 -3.4107 -0.4806
H -5.2937 -3.8255 0.2536
H -4.0280 -0.6856 -0.2349
H -3.7183 -2.2177 0.5581
H -6.3470 -0.4982 2.2235
H -6.1073 0.7765 4.3416
H -3.8279 1.2848 5.1917
H -1.8636 0.5641 3.9550

Forces on atoms 1 to 6 (eV/Å):
0.202 0.491 0.453
-0.054 0.008 0.019
0.023 0.001 0.008
-0.022 -0.021 0.021
-0.024 -0.015 0.007
-0.051 -0.013 0.012

Atomic partial charges in e from the Löwdin method, atoms 1 to 4: atom 1 (Cs): 0.72, atom 2 (C): -0.06, atom 3 (C): -0.55, atom 4 (C): -0.04